# C3H11BF4N6O6P2V

C3H11BF4N6O6P2V as an isolated structure (ωB97M-V/def2-TZVPD, OMol25).

Geometry as ORCA input:
```
! RIJCOSX wB97M-V def2-TZVPD def2/J DEFGRID3
* xyz 0 4
V 1.422 -0.406 -0.226
N -1.618 -0.663 -2.685
C -1.676 0.378 -1.568
C -2.914 1.245 -1.709
P -0.046 1.263 -1.709
O -0.465 2.589 -2.484
O 0.534 1.550 -0.353
O 0.793 0.286 -2.491
P -1.672 -0.628 0.003
O -2.885 -1.648 -0.363
O -1.982 0.195 1.179
O -0.425 -1.466 -0.157
H -2.187 -0.396 -3.486
H -1.926 -1.578 -2.347
H -0.600 -0.701 -2.942
H -2.912 1.801 -2.648
H -2.930 1.963 -0.891
H -3.822 0.643 -1.643
H 0.150 3.321 -2.343
H -3.643 -1.495 0.213
F 3.760 -1.969 0.473
B 3.844 -1.393 -0.794
F 3.481 0.028 -0.613
F 5.043 -1.515 -1.399
F 2.730 -1.881 -1.546
N 1.159 1.293 4.857
N 1.189 0.382 3.821
N 1.010 -0.904 4.013
C 1.198 -1.375 2.790
N 1.469 -0.388 1.929
N 1.465 0.736 2.608
H 0.467 0.966 5.523
H 0.860 2.180 4.467
H 1.130 -2.413 2.520
*
```

Largest force on an atom: 0.65 eV Å⁻¹
Total energy: -80339.296 eV
ΔE to the lowest compared entry with this formula, charge and spin: 54.99 kJ/mol
LUMO energy (alpha / beta): -0.001 / -0.001 Ha
Gap between HOMO and LUMO (alpha / beta): 8.06 / 10.43 eV